Entry 1:
ORCA calculation (ωB97M-V with the def2-TZVPD basis set) on 2 unconnected molecules or ions with the total composition C3H10NO.

Each atom is followed by the atoms it is bonded to, with distances in Å.
CARTESIAN COORDINATES (ANGSTROEM)
1 C -1.47619 -0.40198 2.24260  N2 1.485, H3 1.080, H4 1.087, H5 1.082
2 N -0.32002 -0.15490 1.34413  C1 1.485, H6 1.028, H7 1.022, H8 1.024
3 H -2.39407 -0.19792 1.71115  C1 1.080
4 H -1.53129 -1.47608 2.40232  C1 1.087
5 H -1.35728 0.04017 3.22342  C1 1.082
6 H -0.10073 0.84737 1.27259  N2 1.028
7 H -0.34571 -0.47801 0.37507  N2 1.022
8 H 0.51365 -0.56637 1.77254  N2 1.024
9 C 1.20401 -0.88555 -1.42370  C10 1.324, H12 1.082, H13 1.085
10 C 0.36991 0.09999 -1.71523  C9 1.324, O11 1.401, H14 1.082
11 O 0.41936 1.27614 -0.95651  C10 1.401, H15 0.971
12 H 1.93779 -0.84812 -0.62899  C9 1.082
13 H 1.40198 -1.64917 -2.16832  C9 1.085
14 H -0.35520 0.07216 -2.51790  C10 1.082
15 H 0.49565 2.00026 -1.59856  O11 0.971

Values from the calculation:
total energy: -250.00919 a.u.
HOMO-LUMO gap: 0.384 Ha
charge: +1
HOMO level: -13.8 eV

=====

Entry 2:
ORCA calculation (ωB97M-V with the def2-TZVPD basis set) on 15 unconnected molecules or ions with the total composition C19H38Cl29N4S.

Each atom is followed by the atoms it is bonded to, with distances in Å.
CARTESIAN COORDINATES (ANGSTROEM)
1 S 2.83748 -1.76691 -1.86896  N2 1.725, H12 1.360
2 N 1.22407 -2.07133 -2.39803  S1 1.725, C3 1.326, H13 1.011
3 C 0.30891 -1.11886 -2.28299  N2 1.326, N4 1.350, N7 1.350
4 N 0.62084 0.09563 -1.78269  C3 1.350, C5 1.333
5 C -0.52792 0.76920 -1.84502  N4 1.333, N6 1.313, H14 1.084
6 N -1.45639 -0.00079 -2.36307  C5 1.313, N7 1.345, H15 1.015
7 N -0.98827 -1.23094 -2.64026  C3 1.350, N6 1.345, C8 1.470
8 C -1.70044 -2.38642 -3.20582  N7 1.470, C9 1.543, H16 1.101, H17 1.099
9 C -3.02918 -2.74923 -2.50969  C8 1.543, C10 1.545, H18 1.100, H19 1.098
10 C -4.12708 -1.66488 -2.58320  C9 1.545, Cl11 1.807, H20 1.095, H21 1.102
11 Cl -4.30901 -0.99678 -4.25206  C10 1.807
12 H 3.57528 -2.66906 -2.56963  S1 1.360
13 H 0.94285 -2.95391 -2.80416  N2 1.011
14 H -0.78397 1.78172 -1.55631  C5 1.084
15 H -2.38485 0.38605 -2.49915  N6 1.015
16 H -1.02827 -3.24713 -3.06488  C8 1.101
17 H -1.80375 -2.27989 -4.29457  C8 1.099
18 H -3.42363 -3.66773 -2.96868  C9 1.100
19 H -2.82586 -2.92060 -1.44388  C9 1.098
20 H -5.09245 -2.10702 -2.31733  C10 1.095
21 H -3.93447 -0.88558 -1.82864  C10 1.102
22 C 2.71298 0.41128 0.93308  Cl23 1.769, Cl24 1.768, H25 1.086, H26 1.085
23 Cl 2.71808 -0.26882 2.56633  C22 1.769
24 Cl 2.28222 2.12582 0.94283  C22 1.768
25 H 3.70360 0.30050 0.50327  C22 1.086
26 H 1.98435 -0.12463 0.33324  C22 1.085
27 C 5.32624 2.81455 3.52790  Cl28 1.768, Cl29 1.770, H30 1.085, H31 1.085
28 Cl 6.25532 4.30843 3.70864  C27 1.768
29 Cl 6.28602 1.53559 2.76952  C27 1.770
30 H 5.01473 2.47741 4.51055  C27 1.085
31 H 4.45633 3.01375 2.91028  C27 1.085
32 C 2.11387 -2.55502 -6.03299  Cl33 1.764, Cl34 1.774, H35 1.085, H36 1.085
33 Cl 3.50492 -3.60968 -5.78157  C32 1.764
34 Cl 0.64522 -3.24332 -5.31521  C32 1.774
35 H 2.31232 -1.59466 -5.56766  C32 1.085
36 H 1.95367 -2.42739 -7.09799  C32 1.085
37 C -3.90746 2.21011 -0.28822  Cl38 1.765, Cl39 1.777, H40 1.086, H41 1.085
38 Cl -2.67291 1.80658 0.90702  C37 1.765
39 Cl -3.20572 3.04755 -1.69012  C37 1.777
40 H -4.37917 1.29058 -0.62203  C37 1.086
41 H -4.64699 2.86089 0.16655  C37 1.085
42 C -1.17360 5.34901 1.92824  Cl43 1.767, Cl44 1.770, H45 1.085, H46 1.085
43 Cl -0.93319 4.38660 0.46634  C42 1.767
44 Cl -2.83438 5.21760 2.52583  C42 1.770
45 H -0.49603 4.99398 2.69774  C42 1.085
46 H -0.96483 6.38893 1.70133  C42 1.085
47 C -1.80713 -2.20289 1.91739  Cl48 1.771, Cl49 1.758, H50 1.085, H51 1.086
48 Cl -1.86564 -1.44851 0.31622  C47 1.771
49 Cl -0.79363 -1.26033 3.00099  C47 1.758
50 H -2.81012 -2.25637 2.32729  C47 1.085
51 H -1.39255 -3.20183 1.81912  C47 1.086
52 C -3.60439 2.40551 -6.03558  Cl53 1.772, Cl54 1.763, H55 1.084, H56 1.085
53 Cl -2.78714 1.63256 -4.66689  C52 1.772
54 Cl -4.73584 3.64407 -5.49239  C52 1.763
55 H -2.85671 2.86554 -6.67230  C52 1.084
56 H -4.14998 1.64783 -6.58887  C52 1.085
57 C 7.19504 4.14314 -0.28146  Cl58 1.768, Cl59 1.766, H60 1.085, H61 1.084
58 Cl 7.41124 3.18123 -1.74898  C57 1.768
59 Cl 5.56792 3.95774 0.37979  C57 1.766
60 H 7.91278 3.81435 0.46325  C57 1.085
61 H 7.35882 5.18830 -0.51976  C57 1.084
62 C 0.75682 -3.90400 4.93103  Cl63 1.772, Cl64 1.768, H65 1.090, H66 1.085
63 Cl 0.98216 -4.81833 3.43016  C62 1.772
64 Cl -0.88140 -4.10358 5.56616  C62 1.768
65 H 1.47211 -4.25892 5.67248  C62 1.090
66 H 0.92620 -2.85178 4.72560  C62 1.085
67 C -7.55107 -2.79704 -0.32623  Cl68 1.770, Cl69 1.770, H70 1.084, H71 1.084
68 Cl -6.69933 -1.27954 -0.00067  C67 1.770
69 Cl -6.48801 -3.98850 -1.08884  C67 1.770
70 H -7.91272 -3.20245 0.61225  C67 1.084
71 H -8.38442 -2.59577 -0.99034  C67 1.084
72 C 2.16922 -6.03591 0.02909  Cl73 1.762, Cl74 1.775, H75 1.085, H76 1.085
73 Cl 1.53745 -7.07207 1.30656  C72 1.762
74 Cl 0.96958 -4.83884 -0.49864  C72 1.775
75 H 3.04241 -5.51292 0.40506  C72 1.085
76 H 2.44133 -6.65076 -0.82200  C72 1.085
77 C 1.53738 4.87900 -2.72960  Cl78 1.765, Cl79 1.778, H80 1.084, H81 1.085
78 Cl 0.47754 6.14545 -2.10697  C77 1.765
79 Cl 0.78507 3.27292 -2.60168  C77 1.778
80 H 1.74116 5.07744 -3.77610  C77 1.084
81 H 2.46269 4.88224 -2.16331  C77 1.085
82 C 4.76897 -3.97710 6.41581  Cl83 1.766, Cl84 1.770, H85 1.084, H86 1.085
83 Cl 4.98767 -4.88170 4.91461  C82 1.766
84 Cl 3.13005 -4.17434 7.05576  C82 1.770
85 H 5.47710 -4.34061 7.15232  C82 1.084
86 H 4.94281 -2.92464 6.21993  C82 1.085
87 C -2.81580 5.73246 6.48442  Cl88 1.766, Cl89 1.769, H90 1.085, H91 1.085
88 Cl -2.83912 7.22036 7.43536  C87 1.766
89 Cl -1.21998 4.96989 6.51060  C87 1.769
90 H -3.54017 5.03986 6.89915  C87 1.085
91 H -3.07247 5.96854 5.45724  C87 1.085

Values from the calculation:
total energy: -14709.23970 a.u.
HOMO-LUMO gap: 0.357 Ha
charge: +1
HOMO level: -11.6 eV

=====

Entry 3:
ORCA calculation (ωB97M-V with the def2-TZVPD basis set) on a single C6H9NO4 molecule.

Each atom is followed by the atoms it is bonded to, with distances in Å.
CARTESIAN COORDINATES (ANGSTROEM)
1 C -2.79442 -0.23886 -0.08524  C3 1.389, N7 1.155
2 C -0.19415 -1.28534 0.16823  C5 1.591, O8 1.385, H12 1.098, H13 1.091
3 C -1.96507 -0.10948 1.02140  C1 1.389, O8 1.367, H14 1.079
4 C -0.36400 1.20974 -0.32771  C5 1.493, O9 1.349, H15 1.081
5 C 0.52544 0.01349 -0.40417  C2 1.591, C4 1.493, C6 1.545, O10 1.417
6 C 1.84563 0.20474 0.37612  C5 1.545, O11 1.396, H16 1.094, H17 1.100
7 N -3.44580 -0.30874 -1.03648  C1 1.155
8 O -0.94524 -0.97847 1.29064  C2 1.385, C3 1.367
9 O -0.09855 2.30507 0.41404  C4 1.349, H18 0.966
10 O 0.90157 -0.26363 -1.74209  C5 1.417, H19 0.963
11 O 2.69467 -0.89290 0.22010  C6 1.396, H20 0.966
12 H -0.81431 -1.69238 -0.64158  C2 1.098
13 H 0.56508 -2.01358 0.45778  C2 1.091
14 H -2.30120 0.45671 1.87633  C3 1.079
15 H -0.97372 1.44897 -1.18778  C4 1.081
16 H 1.63671 0.27693 1.44744  C6 1.094
17 H 2.33660 1.12384 0.02283  C6 1.100
18 H 0.48623 2.10809 1.15675  O9 0.966
19 H 0.11790 -0.30944 -2.29921  O10 0.963
20 H 2.78664 -1.05475 -0.72742  O11 0.966

Values from the calculation:
total energy: -589.60979 a.u.
HOMO-LUMO gap (alpha / beta): 0.280 / 0.303 Ha
HOMO level (alpha / beta): -7.9 / -8.1 eV